A structure of composition C33H26F10N5O4Ru in a non-equilibrium geometry. Source: OMol25; level of theory: ωB97M-V with the def2-TZVPD basis set.

Its electronic energy is -2941.3939 Eh. The value obtained for the HOMO-LUMO gap (spin up / spin down) is 4.247 / 4.302 eV. The relative energy (zero: lowest compared OMol25 entry of this formula, charge and spin) is 6.2 kcal/mol.

```
! wB97M-V def2-TZVPD RIJCOSX def2/J DEFGRID3
* xyz -1 1
Ru -0.94793 0.46639 0.62706
C -1.90194 0.06350 3.47960
N -0.74009 0.61655 2.76334
C -0.54091 2.04553 3.16076
C -1.09640 2.96965 2.09405
N -0.64355 2.53870 0.78708
C 0.20882 3.33818 0.08224
C -0.02885 3.66307 -1.26681
F -1.21281 3.35160 -1.82404
C 0.86329 4.37566 -2.04639
F 0.56808 4.65088 -3.32641
C 2.03581 4.86434 -1.49872
F 2.90378 5.56894 -2.24679
C 2.28197 4.63524 -0.15893
F 3.41317 5.09646 0.39688
C 1.39029 3.89753 0.59673
F 1.72327 3.66982 1.88628
C 0.47318 -0.17182 3.05333
C 1.56529 0.19527 2.06806
N 1.01992 0.12240 0.71192
C 1.95113 0.04492 -0.30112
C 1.78702 -0.82975 -1.39454
F 0.67868 -1.56988 -1.49809
C 2.71612 -0.95583 -2.40969
F 2.48641 -1.80057 -3.42072
C 3.89108 -0.22792 -2.37732
F 4.80138 -0.35653 -3.34777
C 4.10416 0.63371 -1.31862
F 5.22538 1.35857 -1.27093
C 3.15559 0.76819 -0.32168
F 3.42297 1.66093 0.64110
H -1.75182 0.14892 4.56172
H -2.79238 0.61367 3.18142
H -2.03618 -0.97905 3.20309
H -1.01236 2.21353 4.13517
H 0.52584 2.22651 3.26802
H -2.19112 2.92966 2.11516
H -0.80410 3.99999 2.32482
H 0.80551 -0.01050 4.08710
H 0.19176 -1.21576 2.93720
H 1.96014 1.18810 2.29770
H 2.39926 -0.50936 2.18850
O -4.18645 1.36035 -5.50332
C -3.00082 0.92301 -5.35699
O -2.38171 0.54939 -6.34983
C -2.45992 0.82243 -3.97106
C -1.09008 0.73320 -3.77318
C -0.61422 0.63368 -2.48486
N -1.41380 0.58751 -1.41323
C -2.73091 0.76444 -1.60718
C -3.29160 0.86776 -2.86347
C -3.58364 0.98234 -0.37250
O -4.78515 1.12918 -0.49025
O -2.91691 1.01056 0.73042
H -0.41090 0.75342 -4.61355
H 0.44786 0.62948 -2.29670
H -4.36284 0.99303 -2.93938
C 2.75561 -4.14273 1.14271
N 1.35614 -4.12471 0.77798
C 1.20650 -4.36565 -0.64519
C 0.73815 -2.88160 1.23792
C -0.77658 -2.80970 1.06386
C -1.40684 -4.04540 1.25980
C -2.77720 -4.20685 1.19179
C -3.54601 -3.08430 0.94265
C -2.93005 -1.85352 0.77585
C -1.53844 -1.63421 0.80437
H 3.20578 -5.09171 0.84553
H 2.86449 -4.03458 2.22371
H 3.32894 -3.32927 0.66055
H 1.52796 -5.38495 -0.87071
H 1.80838 -3.67511 -1.25894
H 0.16362 -4.25826 -0.93870
H 1.22705 -2.01470 0.79831
H 0.95943 -2.84474 2.31199
H -0.77463 -4.90026 1.46760
H -3.22792 -5.18085 1.34085
H -4.62715 -3.14694 0.89117
H -3.60499 -1.01918 0.66222
*
```

A cluster of 2 separate species, CH6ClNSi in total in a non-equilibrium geometry. Source: OMol25; level of theory: ωB97M-V with the def2-TZVPD basis set.

Its electronic energy is -846.0817 Eh. The value obtained for the HOMO-LUMO gap (spin up / spin down) is 8.165 / 7.557 eV. The relative energy (zero: lowest compared OMol25 entry of this formula, charge and spin) is 87.0 kcal/mol.

```
! wB97M-V def2-TZVPD RIJCOSX def2/J DEFGRID3
* xyz 0 1
C 1.62670 -1.34878 -0.10860
N -0.95839 1.74600 -0.43030
Si -0.92425 0.22819 0.36785
Cl -2.66326 -0.87730 -0.02659
H 1.64608 -1.51877 0.88706
H 1.09911 -2.06794 -0.78686
H 2.51435 -0.91399 -0.42491
H -1.25920 1.74687 -1.36375
H -0.28672 2.32584 0.03678
H -0.79441 0.67989 1.84931
*
```

An isolated molecule of C6H7Br in a non-equilibrium geometry. Source: OMol25; level of theory: ωB97M-V with the def2-TZVPD basis set.

Its SMILES is C=C1[C@H](Br)C12CC2. Its electronic energy is -2806.6917 Eh. The value obtained for the HOMO-LUMO gap is 10.197 eV. The relative energy (zero: lowest compared OMol25 entry of this formula, charge and spin) is 57.6 kcal/mol.

```
! wB97M-V def2-TZVPD RIJCOSX def2/J DEFGRID3
* xyz 0 1
C 0.90170 0.40514 0.46085
C 2.22285 0.53716 0.45758
C -0.98973 0.00517 -1.38889
C -0.98788 -1.30873 -0.65842
C -0.28116 0.81600 1.27282
C -0.32588 -0.11514 -0.08722
Br -0.63073 -0.07137 2.87994
H 2.67797 -0.05217 -0.40688
H 2.73287 1.12838 1.23620
H -0.51889 -0.09595 -2.37627
H -2.01957 0.56429 -1.46736
H -1.92405 -1.59259 -0.24802
H -0.48556 -2.17951 -0.98875
H -0.37196 1.95932 1.31440
*
```

A cluster of 2 separate species, C4H10N2 in total. Source: OMol25; level of theory: ωB97M-V with the def2-TZVPD basis set.

Its SMILES is C=CN.C=NC. Its electronic energy is -267.8537 Eh. The value obtained for the HOMO-LUMO gap is 9.230 eV. The relative energy (zero: lowest compared OMol25 entry of this formula, charge and spin) is 45.0 kcal/mol.

```
! wB97M-V def2-TZVPD RIJCOSX def2/J DEFGRID3
* xyz 0 1
C 3.57657 0.54731 0.47067
C 4.12872 -0.28027 1.35391
N 3.71618 -1.58961 1.55362
H 2.75778 0.22643 -0.15418
H 3.95796 1.56180 0.40258
H 4.94195 -0.00768 2.01720
H 3.17404 -2.02302 0.82545
H 4.30755 -2.22788 2.05123
C -3.97275 1.11341 -0.30660
C -3.71261 -0.27860 -2.11730
N -4.28537 0.73807 -1.65470
H -4.86975 1.12833 0.30222
H -3.59062 2.13735 -0.27191
H -3.25209 0.47604 0.23099
H -3.90168 -0.63151 -3.12470
H -2.97590 -0.89017 -1.57848
*
```

A structure of composition C38H35Cl2N8O4Sc in a non-equilibrium geometry. Source: OMol25; level of theory: ωB97M-V with the def2-TZVPD basis set.

Its electronic energy is -3889.4453 Eh. The value obtained for the HOMO-LUMO gap is 6.474 eV. The relative energy (zero: lowest compared OMol25 entry of this formula, charge and spin) is 18.5 kcal/mol.

```
! wB97M-V def2-TZVPD RIJCOSX def2/J DEFGRID3
* xyz 0 1
Sc 0.62187 -0.28785 0.35974
C -2.45513 0.43112 1.33519
N -1.84914 -0.74029 0.66643
C -2.22367 -2.00417 1.30713
C -1.14906 -2.36983 2.27812
N -0.10115 -1.62103 2.46920
C 0.68241 -2.31451 3.38814
C 1.92843 -1.99344 3.91961
C 2.49389 -2.89839 4.79620
C 1.84497 -4.09454 5.13965
C 0.60861 -4.42479 4.61823
C 0.04677 -3.50917 3.73745
N -1.13981 -3.50975 3.01827
C -1.48106 1.52579 1.60323
N -0.19183 1.36306 1.72520
C 0.33977 2.64067 1.86493
C 1.66740 3.04501 1.97634
C 1.90174 4.40098 2.09303
C 0.85054 5.33099 2.09660
C -0.46889 4.93979 1.97218
C -0.69791 3.57511 1.85462
N -1.85354 2.82499 1.68225
H -3.25351 0.83669 0.70924
H -2.89953 0.11492 2.28202
H -2.21426 -0.72837 -0.28471
H -3.19579 -1.94065 1.80933
H -2.31879 -2.78472 0.55006
H 2.41981 -1.08179 3.61088
H 3.46491 -2.68766 5.22466
H 2.32643 -4.77703 5.82800
H 0.11325 -5.35048 4.88062
H -1.81749 -4.24986 2.98436
H 2.45510 2.30312 1.96298
H 2.91903 4.75975 2.17761
H 1.08057 6.38479 2.18575
H -1.27419 5.66251 1.96025
H -2.78293 3.18104 1.54559
C 3.76141 -0.64221 -3.01629
C 3.24581 -0.98321 -1.64024
O 2.20303 -0.43231 -1.25839
N 3.91637 -1.88565 -0.93662
C 3.57506 -2.41164 0.38702
C 2.43465 -3.27402 0.45957
C 2.51181 -4.58848 0.97994
C 1.44752 -5.44241 0.86054
C 0.28766 -4.99906 0.20914
C 0.24096 -3.67818 -0.16665
N 1.22952 -2.79075 0.03655
H 3.56962 0.41657 -3.19301
H 3.20121 -1.21080 -3.76087
H 4.82298 -0.85580 -3.13477
H 4.65981 -2.34282 -1.44328
H 2.78586 -0.79512 1.19349
H 4.46282 -2.85975 0.82366
H 3.44937 -4.92515 1.40181
H 1.52703 -6.46540 1.20860
H -0.55091 -5.65522 0.01976
H -0.65831 -3.28131 -0.63105
O 2.10392 -0.11595 1.41609
Cl 4.32395 3.13234 -2.57957
C 3.08227 4.27923 -2.21011
C 3.45738 5.56500 -1.85154
C 2.48204 6.50672 -1.57595
C 1.14203 6.16261 -1.64256
C 0.78863 4.87276 -1.99928
Cl -0.89128 4.46087 -2.07690
C 1.74457 3.89873 -2.30582
N 1.37739 2.59607 -2.70845
C 0.86020 2.39991 -3.98930
C 1.18787 3.29464 -5.01221
C 0.73734 3.10633 -6.30642
C -0.04750 2.00789 -6.61171
C -0.36969 1.11845 -5.59840
C 0.06069 1.28338 -4.28594
C -0.34251 0.22209 -3.27617
C -1.10316 0.67589 -2.03314
O -2.33098 0.60897 -2.01956
O -0.45056 1.07328 -0.97942
H 4.50720 5.81689 -1.79983
H 2.76757 7.51332 -1.30025
H 0.36732 6.88250 -1.41906
H 0.93719 2.05842 -1.96324
H 1.81154 4.14791 -4.77759
H 1.00822 3.81922 -7.07500
H -0.40913 1.84376 -7.61793
H -0.98986 0.25978 -5.82869
H 0.54646 -0.34719 -2.99149
H -1.04389 -0.43206 -3.78860
*
```

A cluster of 5 separate species, C25H17Cl3O16 in total in a non-equilibrium geometry. Source: OMol25; level of theory: ωB97M-V with the def2-TZVPD basis set.

Its SMILES is O=C1C=C(O)C(=O)C=C1O.O=C1C=C(O)C(=O)C=C1O.O=C1C=C(O)C(=O)C=C1O.O=C1C=C(O)C(=O)C=C1O.ClC(Cl)Cl. Its electronic energy is -3547.2061 Eh. The value obtained for the HOMO-LUMO gap is 7.877 eV. The relative energy (zero: lowest compared OMol25 entry of this formula, charge and spin) is 0.0 kcal/mol.

```
! wB97M-V def2-TZVPD RIJCOSX def2/J DEFGRID3
* xyz 0 1
C 3.37824 -1.01494 1.15373
C 4.26721 -0.87599 0.18764
C 5.73089 -0.76894 0.55205
O 6.47253 -0.57687 -0.42339
C 6.18083 -0.76541 1.85943
C 5.26816 -1.04152 2.78345
C 3.75799 -1.07991 2.49619
O 2.93171 -1.12813 3.39445
O 5.48431 -1.19703 4.12090
O 3.97826 -0.85657 -1.13321
H 2.32917 -1.04514 1.00470
H 7.22743 -0.66316 2.07930
H 4.63997 -1.21137 4.63140
H 4.87675 -0.81013 -1.54367
C -4.92652 -4.86039 -3.86192
C -3.77160 -4.68257 -3.13640
C -3.68643 -5.12180 -1.69301
O -2.59075 -5.08817 -1.17517
C -4.80511 -5.54872 -1.02701
C -5.99079 -5.65126 -1.65128
C -6.08081 -5.22313 -3.13169
O -7.18027 -5.29619 -3.62196
O -7.12277 -6.08022 -1.18683
O -2.64872 -4.24922 -3.68092
H -4.99555 -4.57630 -4.86813
H -4.68359 -5.92541 -0.03943
H -7.77336 -5.90626 -1.90217
H -1.99135 -4.38047 -2.97949
C 1.72532 4.46231 -3.75660
C 1.23575 5.55056 -3.04398
C 0.79807 5.41087 -1.52286
O 0.41784 6.39358 -0.95791
C 1.02484 4.19055 -0.87762
C 1.37323 3.15249 -1.59475
C 1.81057 3.23168 -3.05831
O 2.24002 2.18870 -3.52180
O 1.61097 1.99537 -0.99049
O 1.11305 6.72591 -3.61179
H 1.95441 4.52077 -4.80024
H 0.77554 4.13517 0.18419
H 1.81443 1.36764 -1.68691
H 0.94117 7.46680 -2.99733
C -1.23172 2.53423 4.86709
C -1.95570 3.35661 4.12836
C -1.90528 3.22837 2.60443
O -2.76493 3.87172 2.04073
C -0.94599 2.38666 1.99506
C -0.21492 1.61089 2.78345
C -0.35967 1.64903 4.32937
O 0.37510 0.91144 4.98403
O 0.66891 0.72046 2.38365
O -2.82465 4.28247 4.55833
H -1.25631 2.63574 5.95830
H -1.01575 2.24625 0.93926
H 1.00490 0.21840 3.13894
H -3.25021 4.56496 3.70125
C -0.22997 -1.76223 -0.65033
Cl 0.06508 -3.14793 0.45700
Cl -1.96246 -1.28703 -0.66479
Cl 0.39407 -2.33645 -2.21449
H 0.29848 -0.85074 -0.31081
*
```

A structure of composition C14H9F3N3O2S in a non-equilibrium geometry. Source: OMol25; level of theory: ωB97M-V with the def2-TZVPD basis set.

Its electronic energy is -1551.3566 Eh. The value obtained for the HOMO-LUMO gap is 4.306 eV. The relative energy (zero: lowest compared OMol25 entry of this formula, charge and spin) is 79.9 kcal/mol.

```
! wB97M-V def2-TZVPD RIJCOSX def2/J DEFGRID3
* xyz -1 1
F -0.92098 2.14424 5.00458
C -1.07641 0.86206 4.36708
F -0.55712 -0.06577 5.25324
F -2.44278 0.61977 4.37305
S -0.34848 1.16105 2.76026
N -0.84297 -1.07138 2.67821
C -1.71301 -0.79265 1.53774
O -2.92959 -0.75967 1.55817
C -0.83911 -0.58809 0.33234
C 0.58992 -0.82704 0.82270
C 0.35936 -1.60688 2.09649
O 1.03441 -2.55261 2.44076
H -1.14221 -1.20632 -0.52498
H -1.01876 0.41039 -0.06056
H 1.25029 -1.25583 0.07395
H 1.05126 0.15535 1.03442
C 0.63775 1.67846 -0.70730
C -0.41638 2.61991 -0.74153
N -1.34830 3.33165 -0.70082
C 0.69363 0.73459 -1.88420
C 1.69867 -0.25559 -1.90645
C 1.36828 -1.53282 -2.36834
C 0.28680 -1.72810 -3.19295
C -0.45093 -0.62918 -3.54739
C -0.32432 0.58385 -2.85679
C 1.90809 2.29390 -0.67407
N 2.95567 2.81941 -0.62382
H 2.66059 -0.04135 -1.45835
H 2.02868 -2.36448 -2.11057
H 0.00711 -2.76754 -3.47744
H -1.16475 -0.75095 -4.37204
H -0.99441 1.38163 -3.12544
*
```

A cluster of 3 separate species, C19H46N3O in total in a non-equilibrium geometry. Source: OMol25; level of theory: ωB97M-V with the def2-TZVPD basis set.

Its electronic energy is -990.7560 Eh. The value obtained for the HOMO-LUMO gap is 7.479 eV.

```
! wB97M-V def2-TZVPD RIJCOSX def2/J DEFGRID3
* xyz 1 1
O -4.31254 1.34698 1.59890
C -4.24089 2.76493 1.51817
C -3.27248 3.39717 2.56171
C -2.62940 2.37622 3.50057
C -1.52294 1.61769 2.79470
C -1.02479 0.30290 3.36932
C 0.08673 -0.00413 2.33971
N 0.68470 1.37220 2.06794
C -0.19210 2.37320 2.76765
H -3.95640 0.96477 0.78404
H -5.23424 3.15069 1.72088
H -3.95857 3.09347 0.52375
H -3.82784 4.09395 3.17944
H -2.50623 3.94882 2.02279
H -3.37330 1.71907 3.92800
H -2.16747 2.95473 4.30094
H -1.82831 1.40570 1.76959
H -1.70378 -0.53633 3.42816
H -0.49812 0.42127 4.31299
H -0.45415 -0.22049 1.42357
H 0.78476 -0.79573 2.56382
H 1.65487 1.40955 2.37721
H 0.63259 1.53982 1.06331
H -0.25348 3.34124 2.29100
H 0.12974 2.45690 3.79551
C -1.04405 3.31257 -1.13821
C -0.53775 2.01311 -1.74710
N -1.58418 1.03059 -1.94130
C -1.07118 -0.29727 -2.25537
C -0.30355 -0.48587 -3.56621
C -2.72502 1.47711 -2.73136
C -2.46145 1.97398 -4.15688
H -1.58207 3.10405 -0.20750
H -0.19932 3.96576 -0.90965
H -1.70258 3.86937 -1.80258
H 0.19566 1.57393 -1.05436
H 0.01808 2.24319 -2.66701
H -1.90651 -1.00080 -2.22659
H -0.41334 -0.59642 -1.42896
H -0.96597 -0.49805 -4.42937
H 0.21363 -1.44712 -3.55159
H 0.45213 0.28479 -3.72127
H -3.22681 2.27616 -2.17870
H -3.45447 0.66507 -2.76176
H -1.59710 2.63751 -4.21157
H -3.32479 2.53823 -4.51172
H -2.30662 1.15444 -4.85561
C 2.81448 -3.74066 2.23389
C 3.57230 -4.09110 0.96168
N 2.76337 -3.98001 -0.23863
C 3.38933 -4.57009 -1.41350
C 4.68437 -3.94014 -1.93605
C 2.11934 -2.70123 -0.43954
C 3.01035 -1.45078 -0.52143
H 1.90999 -4.34267 2.32887
H 3.44392 -3.93414 3.10255
H 2.53512 -2.68396 2.26573
H 3.90193 -5.12886 1.04404
H 4.48687 -3.47958 0.91470
H 2.65176 -4.59018 -2.22001
H 3.58790 -5.61958 -1.18002
H 4.50347 -3.00257 -2.46096
H 5.15540 -4.61521 -2.65197
H 5.40818 -3.75785 -1.14126
H 1.39757 -2.55459 0.37201
H 1.50464 -2.75742 -1.34182
H 3.79045 -1.44275 0.24143
H 2.39742 -0.55318 -0.37249
H 3.48274 -1.35239 -1.49621
*
```